(a)
Formula: C11H11ClN2O
Source: the Open Molecules 2025 dataset
Level of theory: ωB97M-V/def2-TZVPD

Properties
SMILES	Clc1ccccc1.c1cc[nH]c1.N=C=O
charge	0
gap between HOMO and LUMO	0.3302	Ha

Bonds (Å) are listed after each position.
Cartesian coordinates (Å):
1 Cl 0.504 2.330 1.039  C2 1.763
2 C 1.596 1.363 0.049  Cl1 1.763, C3 1.362, C7 1.381
3 C 2.621 0.669 0.618  C2 1.362, C4 1.383, H8 1.076
4 C 3.337 -0.257 -0.120  C3 1.383, C5 1.382, H9 1.094
5 C 3.060 -0.388 -1.467  C4 1.382, C6 1.387, H10 1.061
6 C 2.096 0.403 -2.074  C5 1.387, C7 1.394, H11 1.134
7 C 1.389 1.336 -1.316  C2 1.381, C6 1.394, H12 1.114
8 H 2.936 0.874 1.626  C3 1.076
9 H 4.173 -0.765 0.370  C4 1.094
10 H 3.593 -1.150 -1.980  C5 1.061
11 H 1.476 0.262 -3.013  C6 1.134
12 H 0.508 1.793 -1.821  C7 1.114
13 C -2.579 -1.518 0.631  C14 1.441, C17 1.373, H18 1.106
14 C -2.051 -1.356 1.962  C13 1.441, C15 1.387, H19 1.004
15 C -0.739 -0.956 1.762  C14 1.387, N16 1.359, H20 1.091
16 N -0.500 -0.912 0.424  C15 1.359, C17 1.317, H21 1.016
17 C -1.575 -1.239 -0.263  C13 1.373, N16 1.317, H22 1.149
18 H -3.639 -1.658 0.347  C13 1.106
19 H -2.664 -1.491 2.746  C14 1.004
20 H 0.089 -0.740 2.440  C15 1.091
21 H 0.355 -0.510 0.051  N16 1.016
22 H -1.336 -1.189 -1.385  C17 1.149
23 N -3.415 1.518 0.479  C24 1.204, H26 1.004
24 C -3.008 1.372 -0.644  N23 1.204, O25 1.142
25 O -2.496 1.306 -1.663  C24 1.142
26 H -3.731 0.902 1.205  N23 1.004

=====

(b)
Formula: C11H11ClN2O
Source: the Open Molecules 2025 dataset
Level of theory: ωB97M-V/def2-TZVPD

Properties
SMILES	Cn1c(Cl)cnc1[C@H](O)c1ccccc1
charge	0
gap between HOMO and LUMO	0.3305	Ha

Bonds (Å) are listed after each position.
Cartesian coordinates (Å):
1 C -1.726 -2.411 -0.827  N2 1.439, H16 1.089, H17 1.093, H18 1.088
2 N -1.048 -1.983 0.368  C1 1.439, C3 1.374, C7 1.361
3 C -0.499 -2.829 1.302  N2 1.374, Cl4 1.708, C5 1.364
4 Cl -0.548 -4.526 1.114  C3 1.708
5 C 0.025 -2.052 2.294  C3 1.364, N6 1.354, H19 1.070
6 N -0.188 -0.750 1.989  C5 1.354, C7 1.311
7 C -0.825 -0.728 0.843  N2 1.361, N6 1.311, C8 1.507
8 C -1.188 0.584 0.195  C7 1.507, O9 1.411, C10 1.515, H20 1.097
9 O -2.024 0.470 -0.936  C8 1.411, H21 0.965
10 C 0.106 1.307 -0.123  C8 1.515, C11 1.390, C15 1.386
11 C 0.967 0.772 -1.074  C10 1.390, C12 1.383, H22 1.083
12 C 2.150 1.416 -1.389  C11 1.383, C13 1.384, H23 1.080
13 C 2.484 2.600 -0.753  C12 1.384, C14 1.384, H24 1.080
14 C 1.633 3.132 0.200  C13 1.384, C15 1.384, H25 1.080
15 C 0.448 2.489 0.513  C10 1.386, C14 1.384, H26 1.079
16 H -2.110 -3.418 -0.670  C1 1.089
17 H -1.037 -2.432 -1.676  C1 1.093
18 H -2.550 -1.734 -1.043  C1 1.088
19 H 0.532 -2.345 3.189  C5 1.070
20 H -1.756 1.161 0.935  C8 1.097
21 H -1.469 0.389 -1.721  O9 0.965
22 H 0.723 -0.161 -1.565  C11 1.083
23 H 2.813 0.991 -2.128  C12 1.080
24 H 3.408 3.102 -0.997  C13 1.080
25 H 1.892 4.053 0.701  C14 1.080
26 H -0.214 2.903 1.259  C15 1.079

=====

Which of the structures shown above is the most stable? The most stable is (b).